Version i
Here is one molecule with the formula C11H14N2O2 from the OMol25 dataset. Energies are from ωB97M-V/def2-TZVPD.

Values from the calculation:
HOMO level (Ha): -0.3127

Each line ends with the natural charge from an NBO analysis.
Geometry (Å):
N 0.4872 -3.2566 0.1724  -0.4407
H 1.3461 1.6374 1.3266  0.2168
H -2.3340 0.5684 -1.7928  0.2006
C 0.4661 1.1786 1.7909  -0.6166
N 0.7924 -0.8783 0.5454  -0.5547
H -0.2334 1.8738 2.2412  0.2226
C 0.6309 -2.1148 0.2428  0.3900
C -3.0575 -0.6413 -0.0837  0.5462
H 1.9788 1.7292 -2.0617  0.2400
C -0.2031 0.1095 0.9037  -0.1081
O -3.1484 -0.6360 1.1614  -0.5394
H -3.3122 -1.9814 -1.6984  0.2376
C 3.9596 -1.0081 0.3247  -0.2513
C 1.4042 1.0209 -1.4882  -0.2900
H -4.5001 -2.2584 -0.3937  0.2489
C -0.7642 0.5472 -0.4266  0.0155
O 3.1731 0.1043 -0.0607  -0.4928
H 3.3294 -1.8338 0.0769  0.1924
C 2.0838 -0.1105 -0.8692  0.3585
H 0.7947 0.7051 2.7595  0.2259
C -4.0093 -1.4277 -0.9464  -0.7339
H -0.4561 1.9264 -2.0397  0.2278
C -1.9817 0.1465 -0.8018  -0.2699
H -1.0380 -0.3212 1.5204  0.2655
C 0.0448 1.2201 -1.4008  -0.1398
H -4.9150 -0.9456 -1.3456  0.2525
H 4.2466 -1.0987 1.4139  0.2119
H 2.0749 -1.0246 -1.4070  0.1976
H 4.8634 -1.0212 -0.2910  0.1870

Version ii
Here is one molecule with the formula C11H14N2O2 from the OMol25 dataset. Energies are from ωB97M-V/def2-TZVPD.

Values from the calculation:
HOMO level (Ha): -0.3229

Each line ends with the natural charge from an NBO analysis.
Geometry (Å):
C -2.7702 0.7179 1.6650  -0.6251
H -3.4145 1.5158 1.5705  0.2154
H 2.0203 -1.4404 1.2933  0.1720
C 1.8703 -1.5773 0.2228  -0.2677
H -3.1719 -0.3275 -3.0239  0.2114
H -0.4330 -0.7652 1.4392  0.2169
H 2.5984 1.9573 -0.9181  0.1966
C -1.6010 -0.5629 -0.1785  0.2492
H 2.1717 0.6456 -2.0706  0.1643
O -1.8002 -0.8798 -1.5370  -0.4032
H -1.9188 1.1316 1.9799  0.2160
H 0.0104 1.1815 -0.7974  0.2342
H 1.0467 1.0730 0.6777  0.1662
H -3.2603 -0.0025 2.2184  0.2264
C 0.9216 0.6951 -0.3323  -0.2523
C -0.3894 -1.2181 0.4332  -0.1914
H 3.1830 -1.4894 -1.4356  0.1673
N 0.7511 -0.7797 -0.2770  -0.4231
C -2.6298 0.2662 0.2217  -0.0524
H 4.1077 -1.3375 -0.0470  0.2086
H -4.1970 1.2500 -0.8890  0.2299
C -0.5681 -2.6665 0.3635  0.2832
N -0.9139 -3.7409 0.2120  -0.2900
C -3.3727 0.5601 -0.9212  -0.3454
C 3.1339 -1.1187 -0.4565  -0.0898
C -2.9008 -0.2487 -1.9136  0.1354
O 3.3804 0.3057 -0.6477  -0.5194
C 2.2529 0.9808 -1.0727  -0.0714
H 1.8272 -2.6794 -0.0197  0.2383

The most stable arrangement is version ii, and the next structure is 28.8 kcal/mol less stable.